No. 1
18 unconnected molecules or ions with the total composition C81H189N9O18. Source: the OMol25 dataset; level of theory: ωB97M-V/def2-TZVPD.

Last column: Mulliken charge in e.
Cartesian coordinates (Å):
O1 22.008 19.850 16.879  -0.482
H1 22.764 20.167 16.365  0.265
H2 22.050 20.281 17.749  0.209
O2 19.285 19.035 23.487  -0.611
H3 19.188 19.932 23.875  0.287
H4 18.494 18.506 23.681  0.269
O3 22.557 17.214 16.115  -0.731
H5 22.353 18.123 16.336  0.446
H6 21.802 16.875 15.579  -0.034
O4 22.055 21.454 19.307  -0.727
H7 21.531 22.183 19.575  0.384
H8 21.793 20.783 19.949  0.307
O5 21.598 19.514 21.423  -0.676
H9 22.192 18.741 21.327  0.288
H10 20.717 19.324 21.795  0.269
O6 19.046 20.712 15.477  -1.132
H11 19.991 20.498 15.575  0.208
H12 18.561 20.132 16.127  0.043
O7 19.850 23.776 19.507  -0.580
H13 20.262 24.650 19.543  0.263
H14 19.704 23.537 18.580  0.324
O8 15.873 19.167 22.520  -0.775
H15 16.525 19.521 21.859  -0.126
H16 15.473 20.002 22.822  0.226
O9 18.898 23.090 16.825  -0.473
H17 18.815 23.883 16.303  0.240
H18 18.892 22.289 16.195  0.311
C1 14.732 25.912 14.502  -1.754
C2 15.166 24.720 15.424  1.385
C3 15.346 25.115 16.933  -1.201
C4 13.999 25.341 17.635  -1.440
C5 13.128 24.154 17.445  -0.560
C6 12.903 23.624 16.048  2.162
N1 14.207 23.532 15.401  1.493
O10 13.953 23.249 13.979  -0.744
C7 12.290 22.267 16.196  -2.126
C8 11.943 24.586 15.316  -2.044
C9 16.484 24.184 14.896  -1.322
H19 14.692 25.546 13.514  0.408
H20 15.589 26.614 14.546  0.462
H21 13.864 26.467 14.835  0.375
H22 15.929 24.379 17.498  -0.018
H23 15.894 26.006 16.873  0.781
H24 13.549 26.222 17.206  0.541
H25 14.069 25.534 18.726  0.490
H26 12.204 24.289 17.980  0.966
H27 13.546 23.378 18.099  -0.700
H28 11.999 21.852 15.208  0.555
H29 13.031 21.592 16.608  -0.168
H30 11.387 22.248 16.828  0.500
H31 11.747 24.199 14.348  0.401
H32 10.984 24.722 15.833  0.393
H33 12.439 25.533 15.345  0.344
H34 16.501 24.080 13.820  0.247
H35 16.833 23.262 15.394  -0.364
H36 17.271 24.872 15.174  0.669
H37 14.332 22.346 13.936  0.099
C10 12.514 22.953 23.534  -1.911
C11 13.413 21.789 23.124  2.301
C12 13.092 21.335 21.715  -1.944
C13 13.677 22.119 20.587  -0.083
C14 15.135 22.379 20.855  0.702
C15 15.472 22.911 22.201  1.574
N2 14.799 22.048 23.202  0.601
O11 15.144 22.520 24.538  -0.671
C16 16.998 22.782 22.489  -1.511
C17 15.173 24.372 22.278  -2.215
C18 13.077 20.571 23.993  -1.858
H38 12.632 23.255 24.571  0.482
H39 11.478 22.683 23.511  0.515
H40 12.570 23.834 22.925  0.298
H41 13.272 20.316 21.658  0.122
H42 12.056 21.357 21.595  0.715
H43 13.153 23.085 20.523  0.772
H44 13.544 21.573 19.684  -0.087
H45 15.560 23.138 20.125  0.229
H46 15.714 21.480 20.668  -1.077
H47 17.256 22.997 23.517  0.435
H48 17.360 21.725 22.460  -0.063
H49 17.562 23.379 21.794  0.493
H50 15.518 24.841 23.167  0.498
H51 15.825 24.817 21.529  0.542
H52 14.154 24.594 22.009  0.351
H53 11.991 20.441 23.826  0.343
H54 13.236 20.899 25.015  0.461
H55 13.626 19.647 23.843  0.174
H56 14.756 23.424 24.561  0.423
C19 16.708 13.492 17.663  -0.714
C20 16.169 13.150 16.252  1.458
C21 15.663 11.730 16.240  -1.527
C22 14.389 11.515 17.002  -0.341
C23 13.351 12.468 16.354  -1.406
C24 13.821 13.937 16.276  0.984
N3 15.174 14.057 15.705  0.082
O12 15.638 15.413 15.732  0.885
C25 12.807 14.704 15.392  -0.727
C26 13.734 14.501 17.740  -0.469
C27 17.360 13.289 15.281  -1.303
H57 15.933 13.602 18.412  -0.530
H58 17.277 14.397 17.724  -0.052
H59 17.284 12.664 17.963  0.835
H60 15.418 11.466 15.210  0.400
H61 16.450 11.049 16.608  0.408
H62 14.566 11.646 18.075  -0.011
H63 13.994 10.505 16.865  0.527
H64 12.326 12.366 16.793  0.370
H65 13.284 12.102 15.305  0.386
H66 12.987 15.771 15.530  -0.595
H67 12.843 14.429 14.324  0.467
H68 11.815 14.522 15.847  0.424
H69 12.731 14.445 18.124  0.912
H70 14.373 13.922 18.406  -1.049
H71 13.994 15.583 17.750  -0.223
H72 17.642 14.362 15.323  -0.648
H73 17.218 13.045 14.217  0.722
H74 18.271 12.789 15.652  0.280
H75 15.480 15.687 14.786  0.128
C28 16.415 18.278 13.564  -1.820
C29 14.945 18.813 13.371  2.670
C30 14.945 20.256 12.997  -0.874
C31 15.353 20.540 11.591  -1.315
C32 14.651 19.717 10.582  -1.184
C33 14.671 18.286 10.862  1.736
N4 14.173 18.111 12.261  0.070
O13 14.260 16.657 12.468  -0.368
C34 13.648 17.491 10.025  -2.080
C35 16.052 17.627 10.626  -1.916
C36 14.133 18.600 14.617  -0.512
H76 17.159 18.629 12.842  0.450
H77 16.458 17.204 13.435  1.255
H78 16.775 18.640 14.529  -0.763
H79 13.926 20.622 13.277  0.626
H80 15.661 20.667 13.736  -0.061
H81 16.502 20.488 11.494  0.171
H82 15.076 21.575 11.440  0.523
H83 15.215 20.004 9.679  0.470
H84 13.579 20.021 10.470  0.251
H85 12.657 17.664 10.466  0.463
H86 13.527 17.692 8.924  0.301
H87 13.806 16.427 10.068  0.439
H88 16.340 17.850 9.610  0.565
H89 16.802 17.932 11.345  0.420
H90 15.886 16.570 10.545  0.366
H91 14.452 19.272 15.434  -1.039
H92 14.367 17.645 15.175  -1.135
H93 13.063 18.714 14.418  0.966
H94 13.434 16.293 12.184  0.324
C37 14.986 15.685 20.690  0.129
C38 14.726 14.679 21.867  1.656
C39 14.942 13.252 21.304  -1.968
C40 16.401 12.873 21.080  1.684
C41 17.228 13.221 22.292  -2.297
C42 17.010 14.611 22.866  2.665
N5 15.552 14.835 23.046  0.292
O14 15.363 16.138 23.563  -0.563
C43 17.608 14.630 24.204  -2.114
C44 17.763 15.682 21.982  -0.664
C45 13.293 14.756 22.314  -1.827
H95 14.924 16.709 21.000  0.821
H96 14.095 15.529 20.069  -0.648
H97 15.894 15.450 20.145  -0.584
H98 14.552 12.496 21.994  0.569
H99 14.364 13.191 20.376  0.349
H100 16.765 13.400 20.196  -1.647
H101 16.581 11.825 20.917  0.910
H102 18.277 12.982 22.181  0.226
H103 16.895 12.511 23.088  0.625
H104 18.631 14.272 24.200  0.368
H105 17.552 15.631 24.600  0.431
H106 16.986 14.010 24.883  0.448
H107 18.760 15.863 22.347  1.136
H108 17.818 15.400 20.966  -0.821
H109 17.265 16.681 22.066  -0.424
H110 13.044 15.744 22.804  0.107
H111 13.263 13.927 23.040  0.599
H112 12.538 14.519 21.562  0.221
H113 15.544 16.807 22.844  0.127
C46 19.070 17.352 16.679  0.204
C47 18.464 18.043 17.891  2.001
C48 19.529 18.939 18.570  -0.364
C49 18.849 19.815 19.650  -1.010
C50 17.813 20.645 18.977  0.445
C51 16.675 19.852 18.269  2.918
N6 17.376 18.908 17.364  0.789
O15 16.470 18.138 16.620  3.560
C52 15.840 19.148 19.299  1.113
C53 15.850 20.746 17.382  1.000
C54 17.922 16.920 18.898  0.753
H114 19.932 16.794 17.069  -0.586
H115 19.465 18.035 15.925  -0.291
H116 18.392 16.645 16.207  -0.050
H117 20.285 18.212 18.948  0.577
H118 20.128 19.570 17.927  -1.070
H119 19.547 20.506 20.100  1.294
H120 18.501 19.155 20.448  -1.120
H121 18.381 21.184 18.203  -0.907
H122 17.343 21.404 19.592  0.239
H123 15.170 18.488 18.738  -0.022
H124 16.488 18.542 19.941  -1.770
H125 15.210 19.882 19.809  -0.455
H126 16.253 20.914 16.375  -0.663
H127 14.888 20.268 17.224  -1.162
H128 15.657 21.690 17.874  -0.041
H129 17.815 17.371 19.894  -1.268
H130 18.762 16.153 18.940  -0.327
H131 16.995 16.469 18.527  -0.481
H132 15.881 17.716 17.248  -1.096
C55 21.242 17.349 11.406  -2.208
C56 20.937 17.314 12.886  1.810
C57 19.541 16.934 13.153  -0.324
C58 19.264 15.496 12.721  -0.706
C59 20.142 14.475 13.487  -0.872
C60 21.655 14.832 13.439  2.409
N7 21.803 16.320 13.606  1.178
O16 23.169 16.681 13.344  -0.667
C61 22.504 14.199 14.561  -2.214
C62 22.290 14.411 12.073  -1.913
C63 21.277 18.691 13.505  -1.449
H133 21.089 16.367 10.986  0.431
H134 22.237 17.647 11.194  0.479
H135 20.469 17.998 10.948  0.375
H136 19.348 17.014 14.226  -0.498
H137 19.001 17.740 12.657  0.146
H138 19.545 15.354 11.660  0.613
H139 18.195 15.243 12.782  0.332
H140 19.975 13.497 13.059  0.723
H141 19.775 14.428 14.546  -0.907
H142 23.558 14.201 14.227  0.459
H143 22.372 14.622 15.585  -0.008
H144 22.191 13.169 14.690  0.596
H145 21.506 14.347 11.232  0.330
H146 23.074 15.109 11.811  0.273
H147 22.667 13.395 12.153  0.565
H148 22.230 19.009 13.082  0.550
H149 21.251 18.792 14.590  -0.457
H150 20.505 19.329 13.100  0.588
H151 23.532 16.682 14.252  0.359
C64 10.635 18.173 15.274  -1.324
C65 9.861 18.308 16.581  1.813
C66 8.885 17.108 16.836  -1.057
C67 8.336 17.033 18.251  -0.754
C68 9.468 16.939 19.232  -1.551
C69 10.533 17.982 19.076  1.813
N8 10.901 18.140 17.666  0.209
O17 11.877 19.180 17.563  1.376
C70 10.126 19.316 19.778  -1.439
C71 11.781 17.547 19.891  -1.289
C72 9.041 19.579 16.498  -1.412
H152 11.198 19.105 15.021  0.119
H153 9.996 18.032 14.402  0.519
H154 11.270 17.305 15.261  -0.167
H155 8.073 17.061 16.107  0.501
H156 9.458 16.168 16.718  0.008
H157 7.855 16.055 18.394  0.536
H158 7.638 17.845 18.529  0.295
H159 9.948 15.988 18.995  0.228
H160 9.069 16.862 20.224  0.481
H161 9.926 19.053 20.818  0.457
H162 11.031 19.957 19.765  0.039
H163 9.297 19.873 19.420  0.355
H164 12.476 18.396 20.034  -0.319
H165 11.415 17.219 20.827  0.855
H166 12.325 16.747 19.419  -0.220
H167 8.535 19.833 17.439  0.291
H168 8.425 19.517 15.607  0.474
H169 9.805 20.391 16.386  -0.025
H170 12.385 18.910 16.795  -0.549
C73 21.866 10.194 18.724  -2.129
C74 21.323 11.572 19.223  1.893
C75 21.360 11.705 20.705  -1.624
C76 20.996 13.110 21.120  1.399
C77 22.089 14.038 20.696  -1.890
C78 22.196 14.021 19.142  2.484
N9 22.292 12.596 18.718  -0.167
O18 22.138 12.562 17.255  -0.377
C79 20.947 14.779 18.601  -0.179
C80 23.397 14.655 18.530  -1.886
C81 19.852 11.636 18.652  -0.854
H171 21.765 10.088 17.632  0.350
H172 21.268 9.418 19.170  0.441
H173 22.924 10.062 19.032  0.439
H174 20.689 10.926 21.131  0.361
H175 22.409 11.505 20.932  0.358
H176 20.836 13.243 22.176  0.435
H177 20.129 13.534 20.622  -0.678
H178 23.053 13.828 21.126  0.368
H179 21.948 15.066 21.020  0.436
H180 19.998 14.446 19.066  -1.656
H181 21.140 15.873 18.719  0.750
H182 20.822 14.620 17.566  0.286
H183 23.258 14.939 17.502  0.197
H184 23.751 15.535 19.103  0.385
H185 24.304 14.033 18.650  0.481
H186 19.461 12.643 18.742  -0.339
H187 19.228 10.918 19.157  0.546
H188 19.864 11.425 17.574  0.436
H189 23.037 12.379 16.917  0.352

Forces on atoms 1 to 2 (eV/Å):
O 0.184 0.029 -0.600
H -0.157 0.139 0.325

Its spin multiplicity is 1. Its lowest unoccupied orbital energy is 0.332 eV. For the HOMO-LUMO gap, the calculation gives 8.620 eV.



No. 2
C26H19F7NO6P in the gas phase. Source: the OMol25 dataset; level of theory: ωB97M-V/def2-TZVPD.

Last column: Mulliken charge in e.
Cartesian coordinates (Å):
C1 1.399 -5.483 0.368  0.120
C2 1.737 -4.504 -0.239  -0.592
C3 1.902 -3.213 -0.925  -1.047
C4 1.762 -2.046 0.040  0.372
C5 2.873 -1.466 0.635  -0.769
C6 2.789 -0.386 1.510  0.595
C7 4.087 0.183 2.043  -1.555
C8 4.745 1.091 0.947  0.914
C9 5.655 2.152 1.567  -1.681
C10 3.692 1.834 0.099  -1.344
C11 1.530 0.115 1.840  0.078
N1 1.411 1.213 2.763  -0.487
C12 1.640 0.919 3.928  0.503
O1 2.006 0.573 4.973  -0.446
C13 0.407 -0.444 1.252  0.652
C14 0.510 -1.500 0.347  0.904
C15 -0.781 -1.982 -0.253  -0.909
O2 -1.024 -3.140 -0.471  -0.528
C16 -1.774 -0.869 -0.546  0.375
C17 -2.517 -0.915 -1.728  0.570
C18 -2.411 -2.020 -2.764  -1.140
O3 -3.397 -3.051 -2.655  -0.360
C19 -4.666 -2.695 -2.932  0.936
F1 -5.295 -2.162 -1.879  -0.234
F2 -5.336 -3.807 -3.254  -0.281
F3 -4.773 -1.853 -3.968  -0.257
C20 -3.372 0.153 -1.965  -0.832
C21 -3.500 1.217 -1.076  1.052
P1 -4.736 2.525 -1.565  -0.012
O4 -5.238 2.084 -3.074  -0.484
O5 -3.749 3.824 -1.865  -0.448
C22 -2.751 1.269 0.109  -0.510
C23 -2.850 2.398 1.123  0.692
F4 -3.353 1.869 2.267  -0.288
F5 -3.704 3.385 0.779  -0.303
C24 -1.500 3.119 1.479  -0.003
F6 -1.191 2.984 2.775  -0.235
F7 -0.484 2.709 0.678  -0.231
C25 -1.888 0.185 0.361  0.623
C26 -0.988 0.041 1.568  -0.231
O6 -1.313 0.213 2.712  -0.493
H1 1.312 -6.375 0.942  0.455
H2 2.871 -3.178 -1.426  0.518
H3 1.130 -3.113 -1.689  0.150
H4 3.859 -1.865 0.416  0.520
H5 3.918 0.839 2.895  0.304
H6 4.768 -0.631 2.289  0.471
H7 5.319 0.452 0.268  0.250
H8 5.083 2.936 2.071  0.365
H9 6.420 1.747 2.234  0.374
H10 6.186 2.653 0.751  0.467
H11 2.880 2.221 0.723  0.208
H12 3.273 1.208 -0.691  0.280
H13 4.134 2.708 -0.387  0.495
H14 -1.463 -2.528 -2.614  0.334
H15 -2.358 -1.595 -3.768  0.428
H16 -3.957 0.156 -2.877  0.569
H17 -4.469 2.103 -3.667  0.348
H18 -2.825 3.553 -1.786  0.412
H19 -1.634 4.193 1.313  0.365

Forces on atoms 1 to 2 (eV/Å):
C 0.713 -0.082 0.058
C -0.551 0.280 -0.046

Its spin multiplicity is 1. Its lowest unoccupied orbital energy is -1.034 eV. For the HOMO-LUMO gap, the calculation gives 8.230 eV.